# 1
{
  "formula": "C35H49Ge2N2OPtSi2",
  "method": "ωB97M-V with the def2-TZVPD basis set",
  "species": ["Pt", "C", "Si", "C", "C", "C", "C", "C", "C", "C", "Si", "C", "C", "H", "H", "H", "H", "H", "H", "H", "H", "H", "H", "H", "H", "H", "H", "H", "H", "C", "Ge", "C", "C", "Ge", "C", "C", "C", "C", "C", "C", "C", "C", "C", "C", "C", "C", "H", "H", "H", "H", "H", "H", "H", "H", "H", "H", "H", "H", "H", "H", "H", "H", "H", "H", "H", "C", "C", "N", "C", "C", "C", "O", "C", "C", "C", "C", "N", "C", "H", "H", "H", "H", "H", "H", "H", "H", "H", "H", "H", "H", "H", "H"],
  "xyz": [[-0.29394, 1.23509, 0.10741], [1.38619, -1.76634, -0.75096], [1.71970, -0.07561, -0.04134], [2.90877, 0.82798, -1.14651], [2.31331, -0.02792, 1.73189], [3.66812, -0.14347, 2.04396], [4.10255, 0.00586, 3.35454], [3.19243, 0.28916, 4.36505], [1.84088, 0.40513, 4.07042], [1.39192, 0.23871, 2.76010], [-0.40227, 0.25594, 2.28712], [-1.12801, -1.44826, 2.10197], [-1.48005, 1.23850, 3.44051], [2.24817, -2.39440, -0.50378], [1.32508, -1.72790, -1.84051], [0.50127, -2.26825, -0.36506], [3.79903, 0.19594, -1.24084], [3.21985, 1.78302, -0.72561], [2.51625, 0.99254, -2.15035], [4.39937, -0.34239, 1.26831], [5.15470, -0.09057, 3.58791], [3.53718, 0.41424, 5.38294], [1.14083, 0.61710, 4.87115], [-1.13661, -1.88764, 3.10530], [-0.53871, -2.10818, 1.46908], [-2.15725, -1.43095, 1.74086], [-1.55614, 0.63961, 4.35538], [-2.49480, 1.37670, 3.06496], [-1.06810, 2.20816, 3.71461], [0.96046, 4.39382, 3.42938], [1.79306, 4.69480, 1.69768], [3.46153, 3.70818, 1.53295], [1.92555, 6.57610, 1.21429], [0.30773, 3.74083, -0.04910], [-1.62915, 3.69156, 0.03059], [-2.23244, 3.68175, 1.29862], [-3.61308, 3.69162, 1.42845], [-4.41023, 3.69901, 0.29110], [-3.83111, 3.71604, -0.97499], [-2.45489, 3.72263, -1.10765], [0.94789, 3.50188, -1.85106], [2.16727, 4.07913, -2.21986], [2.69816, 3.86319, -3.48116], [2.03291, 3.04012, -4.38156], [0.83055, 2.44177, -4.02636], [0.28724, 2.67594, -2.77224], [1.59592, 4.84370, 4.19382], [0.89411, 3.32542, 3.63466], [-0.02472, 4.85279, 3.50051], [4.17532, 4.11216, 2.25251], [3.89425, 3.80336, 0.53746], [3.30548, 2.65306, 1.76081], [2.58996, 7.06154, 1.93077], [0.95441, 7.06650, 1.26039], [2.34316, 6.70803, 0.21720], [-1.61354, 3.69420, 2.18690], [-4.06594, 3.70566, 2.41187], [-5.48788, 3.69646, 0.37687], [-4.46329, 3.72864, -1.85244], [-2.02127, 3.78320, -2.09685], [2.70336, 4.71490, -1.52352], [3.63034, 4.33323, -3.76435], [2.45060, 2.86885, -5.36473], [0.31075, 1.80898, -4.73394], [-0.66853, 2.22312, -2.52721], [-7.29276, 1.30569, 2.21706], [-7.44902, 0.09913, 1.30380], [-6.16725, -0.39063, 0.77600], [-5.60000, -1.60564, 1.35475], [-5.06727, -1.40250, 2.76523], [-5.60424, 0.30698, -0.22290], [-6.08498, 1.31038, -0.72672], [-4.26389, -0.14996, -0.75616], [-4.13784, -0.97236, -1.86902], [-2.87590, -1.22879, -2.38154], [-1.77480, -0.65021, -1.78058], [-1.90119, 0.14993, -0.71376], [-3.11968, 0.39803, -0.21159], [-8.26802, 1.61632, 2.59066], [-6.86206, 2.14139, 1.66738], [-6.65847, 1.08040, 3.07508], [-8.08470, 0.35305, 0.45628], [-7.91262, -0.73263, 1.83349], [-4.80828, -1.96993, 0.70147], [-6.37774, -2.37183, 1.35396], [-4.29754, -0.62586, 2.78326], [-4.63463, -2.33059, 3.13972], [-5.85966, -1.10624, 3.45177], [-5.01762, -1.40246, -2.33105], [-2.73880, -1.86623, -3.24334], [-0.77251, -0.81590, -2.14839], [-3.17126, 1.07173, 0.63666]],
  "atomic_forces_ev_per_a": [[-0.050, -0.009, 0.085], [0.018, -0.003, 0.009], [-0.057, 0.000, 0.008], [0.018, 0.002, 0.006], [0.013, 0.005, -0.024], [0.002, -0.008, 0.002], [-0.004, 0.004, -0.002], [0.001, -0.001, -0.004], [0.003, -0.003, 0.003], [-0.025, 0.006, -0.018], [0.029, -0.019, 0.026], [0.013, 0.002, 0.026], [0.005, 0.000, 0.012], [0.002, 0.002, -0.004], [0.001, 0.000, -0.001], [-0.014, 0.001, 0.001], [-0.001, 0.000, -0.004], [-0.004, 0.002, -0.003], [-0.008, 0.003, -0.009], [0.000, 0.004, 0.000], [0.000, -0.001, 0.000], [0.000, -0.001, 0.000], [0.002, 0.005, 0.001], [-0.013, -0.007, -0.006], [0.009, 0.007, -0.016], [-0.005, 0.004, -0.004], [-0.009, 0.009, 0.004], [0.003, -0.005, -0.009], [0.000, -0.011, -0.005], [-0.003, -0.002, 0.005], [0.014, -0.034, 0.005], [-0.001, -0.001, -0.006], [0.000, 0.003, 0.004], [0.010, 0.019, -0.043], [0.013, -0.002, 0.006], [-0.002, 0.000, 0.003], [-0.002, -0.008, 0.002], [-0.002, 0.006, -0.012], [0.013, -0.005, -0.005], [-0.011, 0.001, -0.008], [0.005, 0.003, 0.005], [-0.009, 0.008, 0.000], [0.005, -0.004, 0.002], [-0.001, -0.006, -0.002], [0.007, -0.002, 0.006], [-0.002, 0.006, -0.010], [0.004, 0.003, -0.003], [0.001, 0.002, 0.005], [0.000, 0.000, 0.000], [-0.003, 0.006, 0.001], [0.003, 0.000, 0.005], [0.000, 0.004, 0.001], [-0.001, 0.007, -0.004], [-0.002, -0.002, 0.000], [0.000, 0.000, 0.000], [0.000, 0.007, -0.009], [-0.002, 0.004, -0.002], [-0.002, -0.005, 0.010], [-0.004, 0.005, 0.008], [0.002, 0.009, 0.004], [0.002, -0.004, -0.002], [0.000, 0.000, 0.001], [-0.003, 0.004, -0.001], [0.002, 0.000, -0.001], [0.004, -0.004, 0.006], [-0.006, -0.001, 0.010], [0.005, 0.012, -0.002], [0.008, 0.008, -0.018], [-0.004, -0.003, 0.009], [0.003, -0.001, 0.002], [-0.010, -0.030, -0.023], [-0.008, 0.011, 0.010], [0.006, 0.016, 0.025], [-0.002, -0.004, 0.004], [-0.002, -0.001, 0.001], [-0.004, 0.003, -0.005], [0.041, -0.010, -0.045], [0.012, -0.004, 0.002], [0.002, 0.001, -0.002], [0.000, 0.005, -0.005], [-0.005, -0.004, -0.002], [0.002, -0.003, 0.001], [0.004, -0.006, 0.001], [0.000, -0.001, 0.000], [0.001, 0.001, 0.001], [-0.003, -0.003, -0.002], [0.002, 0.002, 0.002], [0.000, 0.001, -0.003], [0.000, 0.002, -0.002], [-0.001, 0.000, 0.000], [-0.001, -0.003, 0.000], [-0.005, 0.006, 0.001]],
  "mulliken_spin": [0.4657, -0.0058, 0.0459, 0.0453, 0.0432, -0.0122, 0.0119, 0.0070, 0.0162, 0.0364, -0.0342, -0.0071, 0.0204, -0.0006, -0.0002, 0.0010, 0.0022, -0.0176, 0.0001, 0.0004, 0.0009, 0.0000, 0.0013, -0.0005, 0.0000, 0.0013, 0.0012, -0.0017, -0.0112, 0.0050, 0.0289, 0.0009, 0.0179, 0.2023, -0.0456, 0.0306, -0.0029, 0.0111, -0.0018, 0.0218, 0.0103, 0.0166, -0.0047, 0.0170, -0.0089, -0.0012, 0.0002, 0.0025, 0.0004, -0.0004, 0.0008, 0.0096, 0.0047, -0.0006, -0.0010, -0.0027, 0.0004, -0.0008, 0.0002, -0.0002, -0.0021, 0.0003, 0.0006, 0.0000, 0.0036, 0.0004, 0.0001, 0.0007, -0.0001, 0.0004, -0.0007, 0.0005, 0.0146, -0.0041, 0.0069, -0.0140, 0.0797, -0.0086, 0.0000, -0.0001, 0.0000, 0.0000, 0.0000, 0.0001, 0.0000, 0.0003, -0.0001, 0.0001, 0.0005, 0.0009, 0.0041, -0.0034],
  "spin_multiplicity": 2,
  "energy_ha": -6399.546641,
  "lumo_ev": [-6.660, -8.112],
  "total_charge": 2,
  "s_squared": 0.76
}

---

# 2
{
  "formula": "NO4PS",
  "method": "ωB97M-V with the def2-TZVPD basis set",
  "species": ["N", "O", "O", "O", "O", "P", "S"],
  "xyz": [[-0.20581, -0.84906, -0.24809], [-1.62900, 1.03410, 1.04314], [-2.84822, -1.05127, 0.21597], [2.51796, -0.48281, -1.31411], [2.10666, 1.14382, 0.56527], [-1.51434, -0.28841, 0.37639], [1.57274, 0.49363, -0.63857]],
  "atomic_forces_ev_per_a": [[1.425, 0.413, -0.040], [-0.053, 0.807, 0.568], [1.531, 0.565, 0.281], [-1.136, 1.129, 1.486], [0.210, -0.696, 0.268], [-1.301, -0.996, -0.945], [-0.676, -1.221, -1.617]],
  "lowdin_charge": [-0.4344, -0.4942, -0.5517, -0.6448, -0.6016, 0.1271, 0.5995],
  "energy_ha": -1095.280985,
  "lumo_ev": [6.496, 6.496],
  "total_charge": -2
}